one) This record from the OMol25 dataset describes an isolated molecule of C3H6N2S2. The level of theory is the ωB97M-V functional and the def2-TZVPD basis.

Last column: Mulliken charge in e.
Geometry (Å):
C1 1.96703 0.07720 -0.11508  0.194
C2 0.82748 -0.65588 0.54993  -0.477
C3 -2.32960 -0.02049 -0.81007  -0.369
H1 0.64146 1.96255 0.36234  0.161
H2 1.19719 -0.88600 1.55831  0.364
H3 0.77874 -1.63597 0.01078  0.309
H4 -1.02780 -0.10403 1.22259  0.259
H5 -2.80474 0.25206 0.14161  0.236
H6 -2.90033 0.00426 -1.70350  0.280
N1 -0.42299 0.03966 0.43277  -0.136
N2 -1.06161 -0.15023 -0.77597  -0.402
S1 1.82984 1.82739 -0.27465  -0.166
S2 3.30534 -0.71052 -0.59906  -0.253

The LUMO energy comes out at -0.04 eV. As for the structure (SMILES): C=NNCC(=S)S. The calculation puts the HOMO energy at -8.63 eV. The calculation puts the HOMO-LUMO gap at 8.5921 eV.

***

two) This record from the OMol25 dataset describes a structure of composition C3H6N2S2. The level of theory is the ωB97M-V functional and the def2-TZVPD basis.

Last column: Mulliken charge in e.
Geometry (Å):
C1 -1.12457 1.55665 -0.93747  -0.820
C2 0.21720 0.40896 1.20444  0.272
C3 0.52387 -0.65894 0.16880  0.397
H1 -1.93133 2.25592 -1.07632  0.363
H2 -0.30278 1.72181 -1.61812  0.263
H3 -1.49579 0.50358 -1.06750  0.271
H4 0.83817 -2.67255 0.09657  0.255
H5 0.78882 -1.96187 1.66041  0.213
H6 1.03289 -1.07720 -1.58554  0.179
N1 0.46275 -1.91896 0.68417  -0.446
N2 0.82448 -0.28109 -0.99432  -0.569
S1 -0.53968 1.85455 0.73957  -0.026
S2 0.70599 0.26914 2.72531  -0.351

The LUMO energy comes out at -0.45 eV. The calculation puts the HOMO energy at -8.80 eV. The calculation puts the HOMO-LUMO gap at 8.3485 eV.

***

three) This record from the OMol25 dataset describes an isolated molecule of C3H6N2S2. The level of theory is the ωB97M-V functional and the def2-TZVPD basis.

Last column: Mulliken charge in e.
Geometry (Å):
C1 0.04059 1.12074 -0.64458  0.537
C2 -0.29624 -1.36437 1.19041  -0.705
C3 1.13539 -0.90335 0.91378  -0.548
H1 0.94492 2.50890 -1.63105  0.253
H2 -1.86118 0.77194 -1.10808  0.270
H3 -0.24712 -2.38614 1.50466  0.357
H4 -0.80336 -0.76151 1.95207  0.352
H5 1.75556 -1.06284 1.80674  0.333
H6 1.49372 -1.53625 0.10053  0.359
N1 0.05338 2.01092 -1.55271  -0.705
N2 -1.13005 0.34788 -0.54410  -0.327
S1 -1.23077 -1.33718 -0.37095  -0.032
S2 1.29175 0.88944 0.57690  -0.143

The LUMO energy comes out at 0.60 eV. As for the structure (SMILES): [H]/N=C1/NSCCS1. The calculation puts the HOMO energy at -8.42 eV. The calculation puts the HOMO-LUMO gap at 9.0201 eV.

***

Ordering by calculated energy gives the sequence two), three), one), with the first entry being the most stable.

***

one) This record from the OMol25 dataset describes an isolated molecule of C3H6N2S2. The level of theory is the ωB97M-V functional and the def2-TZVPD basis.

Last column: Mulliken charge in e.
Geometry (Å):
C1 -0.85514 1.86703 0.09381  -1.101
C2 -0.12084 0.62639 0.14223  0.626
C3 1.61541 -1.68250 0.10196  -0.154
H1 -0.22040 2.64323 -0.56668  0.348
H2 -1.92976 1.63779 -0.46634  0.274
H3 -1.04316 2.10684 1.23785  0.280
H4 0.42484 -1.75423 -0.43493  0.252
H5 2.07078 -2.69507 0.34360  0.289
H6 -2.03820 -2.04585 -0.53712  0.176
N1 2.43953 -0.69633 0.07798  -0.367
N2 -0.78456 -0.52999 -0.02939  -0.415
S1 1.66071 0.80218 -0.12187  0.015
S2 -2.45356 -0.56305 0.00034  -0.224

The LUMO energy comes out at 0.00 eV. As for the structure (SMILES): C=NS/C(C)=N/S. The calculation puts the HOMO energy at -8.39 eV. The calculation puts the HOMO-LUMO gap at 8.3845 eV.

***

two) This record from the OMol25 dataset describes an isolated molecule of C3H6N2S2. The level of theory is the ωB97M-V functional and the def2-TZVPD basis.

Last column: Mulliken charge in e.
Geometry (Å):
C1 1.77446 1.20951 -1.26293  -0.143
C2 1.24049 0.91885 0.11839  -0.681
C3 -0.79463 -0.42779 1.44712  -0.142
H1 1.40887 -1.39089 -2.90199  0.275
H2 0.66531 -0.98625 -1.43706  0.194
H3 2.07563 2.22925 -1.52376  0.348
H4 1.78125 0.03410 0.50552  0.392
H5 1.44825 1.71845 0.81593  0.399
H6 0.10198 -0.55939 2.10582  0.269
N1 1.51601 -0.92045 -2.00088  -0.378
N2 1.94924 0.37112 -2.24288  -0.344
S1 -0.57917 0.62640 0.05964  0.007
S2 -2.23708 -1.08911 1.83576  -0.195

The LUMO energy comes out at -0.51 eV. As for the structure (SMILES): N/N=C\CSC=S. The calculation puts the HOMO energy at -8.92 eV. The calculation puts the HOMO-LUMO gap at 8.4060 eV.

***

Ordering by calculated energy gives the sequence two), one), with the first entry being the most stable.

***

one) This record from the OMol25 dataset describes an isolated molecule of C6H11NO2S. The level of theory is the ωB97M-V functional and the def2-TZVPD basis.

Last column: Mulliken charge in e.
Geometry (Å):
C1 -1.82263 0.34474 -0.22508  -0.113
C2 -0.91836 -0.27117 -0.97096  -0.523
C3 -1.64790 0.41775 1.18111  -0.628
C4 0.37687 -0.68049 -0.37620  0.734
C5 0.47682 -2.18427 -0.64197  -1.465
C6 1.29361 2.05284 1.41389  -0.971
N1 0.44612 -0.53561 1.03049  -0.567
O1 2.88802 -0.06120 0.63398  -0.651
O2 1.94789 0.05922 2.96966  -0.628
S1 1.78975 0.24488 1.56730  1.054
H1 -2.55366 0.97708 -0.74062  0.334
H2 -0.86924 -0.21239 -2.15969  0.228
H3 -1.94093 1.24811 1.71210  0.373
H4 -1.68805 -0.46863 1.80620  0.293
H5 1.33726 -0.35816 -0.83801  0.468
H6 1.42713 -2.57342 -0.50482  0.369
H7 0.19408 -2.40121 -1.77222  0.306
H8 -0.17321 -2.51952 0.10252  0.411
H9 0.59962 2.27047 2.31774  0.269
H10 2.14138 2.62421 1.66740  0.398
H11 0.75561 2.28029 0.53416  0.310

The LUMO energy (spin up / spin down) comes out at -1.45 / -1.45 eV. The calculation puts the HOMO energy (spin up / spin down) at -9.35 / -9.36 eV. The calculation puts the HOMO-LUMO gap (spin up / spin down) at 7.9004 / 7.9090 eV.

***

two) This record from the OMol25 dataset describes a cluster of 2 separate species, C6H11NO2S in total. The level of theory is the ωB97M-V functional and the def2-TZVPD basis.

Last column: Mulliken charge in e.
Geometry (Å):
C1 -1.65422 3.33627 -0.69605  -0.233
C2 0.66615 0.14530 -1.06514  -0.166
C3 0.23831 -1.89402 2.08103  -0.596
C4 -0.49251 -0.62682 2.07636  -0.441
C5 -0.26444 -1.30328 0.72632  -0.004
C6 1.67173 -0.14567 -2.12931  -1.134
N1 -0.44003 3.31135 -0.36919  -0.352
O1 0.16421 2.64714 -2.71535  -0.507
O2 0.90226 -0.88157 -0.06675  -0.294
S1 0.76261 2.69766 -1.40541  0.466
H1 -2.46677 3.66820 0.02173  0.266
H2 -1.98608 3.09494 -1.80154  0.253
H3 -0.37796 0.34037 -1.34482  0.459
H4 1.30741 -1.89533 2.09196  0.232
H5 -0.29623 -2.69783 2.57573  0.250
H6 -1.46896 -0.67966 2.38436  0.266
H7 0.00181 0.30005 2.39666  0.213
H8 -1.06540 -1.94839 0.18362  0.315
H9 1.70492 0.67384 -2.78454  0.405
H10 2.75048 -0.17743 -1.66599  0.281
H11 1.67718 -1.18868 -2.49115  0.322

The LUMO energy (spin up / spin down) comes out at -0.01 / -0.71 eV. The calculation puts the HOMO energy (spin up / spin down) at -8.10 / -7.86 eV. The calculation puts the HOMO-LUMO gap (spin up / spin down) at 8.0933 / 7.1475 eV.

***

three) This record from the OMol25 dataset describes an isolated molecule of C6H11NO2S. The level of theory is the ωB97M-V functional and the def2-TZVPD basis.

Last column: Mulliken charge in e.
Geometry (Å):
C1 -0.76481 -2.06668 1.63688  -0.699
C2 -0.26037 -1.80204 0.43662  -0.187
C3 0.09830 1.36449 1.03697  -0.595
C4 1.10572 2.44323 0.64747  -0.653
C5 2.24685 1.38435 0.34796  -0.556
C6 1.62116 0.32635 -0.58608  -0.172
H1 -1.66451 -1.55554 1.88782  0.379
H2 -0.41271 -3.08648 2.17150  0.220
H3 0.68556 -2.27587 -0.12824  0.346
H4 0.42583 0.85599 1.99154  0.259
H5 -1.03253 1.63237 1.10139  0.346
H6 0.86518 3.14829 -0.13712  0.324
H7 1.22066 2.88909 1.63060  0.347
H8 2.57267 0.94466 1.41284  0.233
H9 3.15416 1.99577 -0.10620  0.314
H10 1.84869 -0.79948 -0.25527  0.136
H11 1.90495 0.56278 -1.76057  0.219
N1 0.20711 0.64917 -0.28785  -0.048
O1 -2.13264 -0.10146 -0.14431  -0.676
O2 -0.56020 -1.09104 -1.99325  -0.705
S1 -0.85976 -0.57587 -0.61324  1.168

The LUMO energy comes out at 0.61 eV. As for the structure (SMILES): C=CS(=O)(=O)N1CCCC1. The calculation puts the HOMO energy at -9.70 eV. The calculation puts the HOMO-LUMO gap at 10.3143 eV.

***

Ordering by calculated energy gives the sequence three), one), two), with the first entry being the most stable.

***

one) This record from the OMol25 dataset describes a structure of composition C4H5NOS. The level of theory is the ωB97M-V functional and the def2-TZVPD basis.

Last column: Mulliken charge in e.
Geometry (Å):
C1 -1.14164 1.60907 0.27175  -0.625
C2 0.02717 0.90332 -0.21633  0.089
C3 1.61562 -0.95416 -0.13794  -0.171
C4 -0.78972 -1.31902 0.11353  0.053
H1 -1.00078 2.76566 -0.25545  0.188
H2 -1.95477 1.03769 0.77906  0.299
H3 0.89418 1.72717 -1.02017  0.177
H4 1.57061 -1.98877 -0.21196  0.352
H5 -0.56754 -2.36498 0.99909  0.252
N1 0.33169 -0.40009 -0.05172  0.103
O1 -1.99544 -1.00288 -0.29627  -0.479
S1 3.01060 -0.01302 0.02641  -0.239

The LUMO energy comes out at -0.86 eV. The calculation puts the HOMO energy at -8.91 eV. The calculation puts the HOMO-LUMO gap at 8.0489 eV.

***

two) This record from the OMol25 dataset describes an isolated molecule of C4H5NOS. The level of theory is the ωB97M-V functional and the def2-TZVPD basis.

Last column: Mulliken charge in e.
Geometry (Å):
C1 -2.12253 -0.32865 0.01950  -0.867
C2 -0.68851 0.06824 -0.18056  0.341
C3 0.40700 -0.68882 -0.22941  -0.168
C4 1.46801 0.22938 -0.24164  0.317
H1 -2.54907 0.40420 0.84329  0.270
H2 -2.63102 -0.30850 -1.06232  0.234
H3 -2.14675 -1.42913 0.45231  0.265
H4 0.53897 -1.78275 0.00423  0.276
H5 3.79014 1.14276 0.76984  0.177
N1 1.01565 1.50892 -0.13074  -0.432
O1 -0.31172 1.33731 -0.14875  -0.109
S1 3.22983 -0.15296 -0.09576  -0.305

The LUMO energy comes out at 0.27 eV. As for the structure (SMILES): Cc1cc(S)no1. The calculation puts the HOMO energy at -9.08 eV. The calculation puts the HOMO-LUMO gap at 9.3493 eV.

***

Ordering by calculated energy gives the sequence two), one), with the first entry being the most stable.

***

one) This record from the OMol25 dataset describes an isolated molecule of C4H5NOS. The level of theory is the ωB97M-V functional and the def2-TZVPD basis.

Last column: Mulliken charge in e.
Geometry (Å):
C1 -0.62068 -0.03485 -0.64235  1.207
C2 -1.35661 0.62806 0.39640  -0.700
C3 -0.43118 0.81558 1.38753  -0.440
C4 0.68875 -0.20247 -0.27458  -0.582
H1 -0.54550 -0.92318 -2.32607  0.286
H2 -2.40305 0.95836 0.35356  0.369
H3 -0.71021 1.23661 2.36426  0.353
H4 1.65203 0.51675 1.54274  0.197
H5 2.16489 -2.06404 -0.73422  0.142
N1 0.79218 0.40464 1.00021  0.021
O1 -1.19417 -0.51678 -1.77951  -0.528
S1 1.96354 -0.81868 -1.28796  -0.325

The LUMO energy comes out at 0.69 eV. As for the structure (SMILES): Oc1cc[nH]c1S. The calculation puts the HOMO energy at -8.22 eV. The calculation puts the HOMO-LUMO gap at 8.9155 eV.

***

two) This record from the OMol25 dataset describes an isolated molecule of C4H5NOS. The level of theory is the ωB97M-V functional and the def2-TZVPD basis.

Last column: Mulliken charge in e.
Geometry (Å):
C1 -1.64747 1.30675 -0.00723  0.122
C2 -1.14295 -0.15082 -0.08771  0.259
C3 1.21341 -1.16963 -0.07177  -0.320
C4 1.43965 0.25393 0.12110  -0.330
H1 -2.82590 1.13189 0.24232  0.199
H2 0.83204 -1.89034 0.74548  0.243
H3 1.79132 -1.67114 -0.85449  0.214
H4 1.44665 0.71864 1.22146  0.208
H5 2.04767 0.68773 -0.63778  0.234
N1 0.17005 -0.28220 -0.43043  -0.079
O1 -1.09550 2.39118 -0.17600  -0.469
S1 -2.22897 -1.32600 -0.06495  -0.281

The LUMO energy comes out at -0.84 eV. As for the structure (SMILES): O=CC(=S)N1CC1. The calculation puts the HOMO energy at -9.23 eV. The calculation puts the HOMO-LUMO gap at 8.3967 eV.

***

Ordering by calculated energy gives the sequence one), two), with the first entry being the most stable.